ORCA calculation (wB97M-V/def2-TZVPD) on a molecular structure, HO3SY at a distorted geometry.

## Properties
gap between HOMO and LUMO (alpha / beta): 7.5238 / 9.5508 eV
energy relative to the best compared isomer or geometry (same formula, charge and spin): 0.0 kJ/mol
energy: -662.625696 hartree
HOMO energy (alpha / beta): -13.49 / -15.60 eV

The geometry in ORCA input format:
```
! RIJCOSX wB97M-V def2-TZVPD def2/J DEFGRID3
* xyz 1 2
Y -0.36 -1.09 0.15
S 0.89 1.07 1.49
O 1.49 -0.32 1.13
O -0.62 0.73 1.43
O -0.41 -0.52 -1.90
H -0.99 0.13 -2.30
*
```

These are the Löwdin partial charges, in e, on atoms 1 to 4: atom 1 (Y): 1.802, atom 2 (S): 0.960, atom 3 (O): -0.671, atom 4 (O): -0.672